Below is a cluster of 4 separate species, C16H26O11S in total, with properties calculated with the ωB97M-V functional and the def2-TZVPD basis.

Element x y z (Å)
C: -1.728 -0.911 -1.893
C: -2.832 -2.071 -1.892
C: -3.296 -2.515 -3.286
O: -3.223 -3.960 -3.211
C: -2.507 -4.248 -2.068
O: -2.307 -5.393 -1.795
O: -2.197 -3.269 -1.325
H: -0.723 -1.223 -2.366
H: -1.445 -0.422 -1.005
H: -2.260 -0.271 -2.395
H: -3.737 -1.995 -1.296
H: -2.673 -2.249 -4.188
H: -4.387 -2.159 -3.422
C: -1.161 2.310 3.430
C: -0.502 2.759 2.020
C: -0.775 4.211 1.590
O: 0.409 4.860 1.748
C: 1.424 4.099 1.915
O: 2.545 4.428 1.923
O: 1.015 2.885 2.131
H: -0.917 1.241 3.721
H: -2.204 2.474 3.194
H: -0.838 2.692 4.306
H: -0.784 2.109 1.255
H: -1.387 4.837 2.141
H: -1.076 4.168 0.439
C: 0.132 2.128 -3.558
C: 1.392 1.970 -2.644
C: 1.061 1.712 -1.199
O: 1.429 0.358 -1.059
C: 2.108 -0.178 -2.153
O: 2.716 -1.158 -2.305
O: 2.012 0.802 -3.114
H: 0.487 2.141 -4.523
H: -0.186 3.070 -3.632
H: -0.583 1.261 -3.623
H: 1.995 2.862 -2.803
H: 0.201 2.027 -0.924
H: 1.764 2.473 -0.417
O: 1.444 -3.203 4.288
S: 2.138 -2.279 3.506
O: 3.344 -1.583 3.973
C: 2.424 -3.165 1.965
C: 1.526 -2.624 0.850
C: 0.395 -1.687 1.577
C: 1.052 -1.050 2.864
H: 2.134 -4.118 2.220
H: 3.485 -3.126 1.507
H: 2.390 -1.946 0.443
H: 0.997 -3.181 0.188
H: -0.447 -2.313 1.724
H: 0.300 -0.802 0.934
H: 0.320 -0.769 3.588
H: 1.538 -0.008 2.657

Summary:
* SMILES: C[C@H]1COC(=O)O1.C[C@H]1COC(=O)O1.C[C@H]1COC(=O)O1.O=S1(=O)CCCC1
* orbital gap: 10.07 eV
* HOMO energy: -10.31 eV

Below is the molecule C3H4N2O, with properties calculated with the ωB97M-V functional and the def2-TZVPD basis.

Element x y z (Å)
N: -0.963 -0.915 -1.158
C: -0.206 -0.188 -0.256
C: -0.513 0.168 1.000
N: 0.495 1.021 1.476
C: 1.319 1.106 0.489
O: 0.963 0.384 -0.622
H: -0.473 -1.234 -1.965
H: -1.462 -1.708 -0.784
H: -1.410 -0.290 1.403
H: 2.249 1.655 0.416

Summary:
* SMILES: Nc1cnco1
* orbital gap: 9.16 eV
* HOMO energy: -8.31 eV

Below is a structure of composition C8H29N14O10Ti, with properties calculated with the ωB97M-V functional and the def2-TZVPD basis.

Element x y z (Å)
Ti: 2.430 -1.425 -0.240
O: -0.623 1.303 0.470
C: 0.389 0.475 0.276
O: 0.248 -0.725 0.301
O: 1.521 0.855 0.050
H: -0.390 2.110 0.006
C: 2.387 3.688 -2.183
O: 2.411 4.633 -2.946
N: 1.346 3.202 -1.692
N: 3.521 3.191 -1.715
H: 1.498 2.281 -1.309
H: 0.554 3.824 -1.777
H: 3.473 2.586 -0.908
H: 4.374 3.652 -1.999
C: -3.470 -0.158 -2.109
O: -4.381 0.034 -1.390
N: -2.429 -0.858 -1.789
N: -3.519 0.262 -3.364
H: -2.360 -0.813 -0.782
H: -1.629 -0.847 -2.405
H: -4.471 0.457 -3.640
H: -2.766 0.132 -4.024
C: 0.209 -0.581 4.482
O: -0.036 -0.731 5.698
N: -0.080 0.542 3.837
N: 1.088 -1.398 3.901
H: 0.026 0.632 2.836
H: -0.457 1.321 4.358
H: 1.370 -2.313 4.220
H: 1.109 -1.291 2.897
C: 1.668 4.060 2.433
O: 0.679 4.786 2.335
N: 2.515 4.236 3.394
N: 1.861 2.988 1.792
H: 2.224 4.993 3.996
H: 3.449 3.853 3.377
H: 1.195 2.641 1.117
H: 2.457 2.274 2.186
C: 1.228 -0.013 -4.030
O: -0.008 -0.116 -4.080
N: 2.059 -0.018 -5.018
N: 1.780 0.400 -2.921
H: 1.666 -0.380 -5.876
H: 3.061 0.104 -4.992
H: 2.754 0.651 -3.008
H: 1.133 0.342 -2.148
C: -1.831 -4.361 -1.503
O: -2.743 -3.913 -2.139
N: -0.912 -3.690 -0.880
N: -1.585 -5.702 -1.429
H: -0.294 -4.154 -0.231
H: -1.005 -2.709 -0.659
H: -0.735 -6.057 -1.014
H: -2.227 -6.196 -2.032
C: -2.132 -2.686 2.675
O: -1.398 -3.581 2.313
N: -2.998 -2.593 3.576
N: -2.228 -1.595 2.016
H: -3.092 -3.467 4.074
H: -3.563 -1.782 3.784
H: -1.500 -1.423 1.336
H: -2.820 -0.932 2.494

Summary:
* <S²>: 3.752
* orbital gap (spin up / spin down): 6.69 / 7.41 eV
* HOMO energy (spin up / spin down): -8.17 / -9.22 eV
* 2S+1: 4

Below is a cluster of 2 separate species, C5H6ClN3 in total, with properties calculated with the ωB97M-V functional and the def2-TZVPD basis.

Element x y z (Å)
C: -0.357 -1.370 2.301
C: -0.176 -0.782 0.948
C: -0.774 0.321 0.398
N: -0.512 0.292 -0.992
C: 0.298 -0.787 -1.198
N: 0.444 -1.439 -0.079
H: 0.513 -1.797 2.617
H: -0.692 -0.669 3.067
H: -1.014 -2.244 2.176
H: -1.064 1.302 0.856
H: -0.606 1.081 -1.624
H: 0.601 -1.269 -2.149
N: 0.064 2.971 -1.601
C: 0.991 2.489 -2.021
Cl: 2.283 1.901 -2.699

Summary:
* SMILES: Cc1c[nH]cn1.N#CCl
* orbital gap: 8.83 eV
* HOMO energy: -8.50 eV

Below is a structure of composition C10H12F6IrN2O4S3Si, with properties calculated with the ωB97M-V functional and the def2-TZVPD basis.

Element x y z (Å)
Ir: -0.089 0.037 -0.131
F: -1.062 -2.228 -4.624
C: -1.800 -1.410 -3.896
F: -2.503 -2.094 -3.007
F: -2.599 -0.700 -4.664
S: -0.661 -0.259 -3.007
O: -1.469 0.524 -2.088
O: 0.139 0.393 -3.979
N: 0.104 -1.222 -1.951
S: 1.658 -1.706 -1.851
O: 2.005 -1.187 -0.530
O: 1.840 -3.079 -2.143
C: 2.763 -0.763 -3.018
F: 3.987 -1.193 -2.758
F: 2.452 -1.015 -4.268
F: 2.677 0.534 -2.749
C: -0.979 3.030 6.338
Si: -1.532 2.715 4.587
C: -3.147 1.776 4.550
C: -1.600 4.303 3.605
C: -0.196 1.590 3.787
C: 0.933 1.163 4.501
C: 1.891 0.350 3.922
C: 1.731 -0.062 2.598
N: 0.673 0.321 1.910
C: -0.264 1.126 2.476
S: -1.499 1.459 1.298
H: -1.716 3.666 6.833
H: -0.021 3.554 6.386
H: -0.906 2.111 6.924
H: -3.921 2.357 5.057
H: -3.053 0.824 5.077
H: -3.497 1.580 3.535
H: -2.307 4.992 4.074
H: -1.928 4.148 2.576
H: -0.624 4.793 3.592
H: 1.061 1.477 5.529
H: 2.760 0.025 4.476
H: 2.443 -0.698 2.089

Summary:
* <S²>: 6.026
* charge: +1
* orbital gap (spin up / spin down): 8.74 / 6.54 eV
* HOMO energy (spin up / spin down): -12.48 / -13.61 eV
* 2S+1: 5

Below is the molecule C7H14N2O3, with properties calculated with the ωB97M-V functional and the def2-TZVPD basis.

Element x y z (Å)
C: -1.451 -1.252 -1.765
C: -1.822 -0.498 -0.559
C: -1.609 -1.283 0.718
C: -0.936 0.790 -0.774
N: -1.176 1.318 -2.169
C: 0.378 0.627 -0.479
O: 1.276 0.874 -1.437
N: 0.711 0.217 0.853
C: 2.041 0.265 1.082
C: 2.531 0.776 2.477
O: 1.610 0.955 3.253
O: 3.698 0.433 2.900
H: -1.786 -0.705 -2.653
H: -1.973 -2.090 -1.740
H: -0.332 -1.466 -2.037
H: -2.934 -0.297 -0.548
H: -0.552 -1.517 0.971
H: -1.968 -2.408 0.610
H: -2.181 -0.683 1.562
H: -1.406 1.580 -0.177
H: -0.598 0.860 -2.773
H: -0.943 2.295 -2.112
H: 0.169 0.398 1.634
H: 2.536 0.971 0.191
H: 2.565 -0.770 0.946
H: 4.150 0.612 2.027

Summary:
* SMILES: CC(C)[C@H](N)C(=O)NCC(=O)O
* orbital gap: 9.91 eV
* HOMO energy: -9.56 eV

Below is the molecule C5H6O2S, with properties calculated with the ωB97M-V functional and the def2-TZVPD basis.

Element x y z (Å)
C: 1.961 -0.854 -0.349
C: 0.672 -0.278 0.000
C: 0.340 0.963 -0.162
C: -1.035 1.280 0.365
O: -2.115 0.551 -0.145
C: -1.990 -0.832 -0.177
O: -3.092 -1.238 -0.386
S: -0.523 -1.454 0.480
H: 2.756 -0.079 -0.297
H: 1.957 -1.498 -1.112
H: 2.296 -1.790 0.357
H: 1.164 1.755 -0.471
H: -1.478 2.357 0.334
H: -0.913 1.116 1.564

Summary:
* SMILES: CC1=CCOC(=O)S1
* orbital gap: 10.08 eV
* HOMO energy: -9.54 eV

Below is the molecule C22H21N5O4S2, with properties calculated with the ωB97M-V functional and the def2-TZVPD basis.

Element x y z (Å)
C: 6.741 -2.786 4.248
C: 5.390 -3.487 4.216
O: 4.679 -3.189 3.016
C: 3.968 -2.052 2.997
O: 3.876 -1.306 3.944
C: 3.311 -1.820 1.692
C: 3.417 -2.724 0.637
C: 2.811 -2.463 -0.575
C: 2.089 -1.283 -0.752
N: 1.485 -0.931 -1.955
C: 1.422 -1.642 -3.105
O: 1.851 -2.758 -3.288
C: 0.753 -0.861 -4.239
S: -1.063 -0.757 -4.101
C: -1.223 0.639 -3.085
N: -0.294 1.174 -2.330
N: -0.829 2.240 -1.720
C: -2.068 2.353 -2.105
C: -2.997 3.425 -1.660
N: -4.095 2.905 -0.871
C: -5.366 2.928 -1.364
O: -5.685 3.304 -2.464
S: -6.489 2.289 -0.138
C: -5.163 2.010 0.976
C: -5.221 1.482 2.252
C: -4.038 1.341 2.956
C: -2.826 1.717 2.393
C: -2.763 2.249 1.116
C: -3.946 2.398 0.408
N: -2.381 1.352 -2.985
C: -3.619 1.067 -3.652
C: 1.972 -0.380 0.308
C: 2.575 -0.648 1.516
H: 7.285 -3.081 5.140
H: 6.597 -1.708 4.262
H: 7.324 -3.052 3.369
H: 4.784 -3.180 5.074
H: 5.510 -4.573 4.214
H: 3.982 -3.632 0.772
H: 2.896 -3.162 -1.389
H: 1.011 -0.018 -1.953
H: 1.132 0.158 -4.299
H: 0.929 -1.393 -5.174
H: -2.424 4.145 -1.069
H: -3.439 3.933 -2.525
H: -6.168 1.191 2.677
H: -4.061 0.930 3.953
H: -1.914 1.592 2.956
H: -1.819 2.530 0.678
H: -3.405 0.707 -4.659
H: -4.168 0.290 -3.116
H: -4.233 1.965 -3.705
H: 1.409 0.532 0.165
H: 2.498 0.042 2.343

Summary:
* SMILES: CCOC(=O)c1ccc(NC(=O)CSc2nnc(Cn3c(=O)sc4ccccc43)n2C)cc1
* orbital gap: 8.85 eV
* HOMO energy: -8.48 eV

Below is a cluster of 4 separate species, C25H50ClFNO6P2 in total, with properties calculated with the ωB97M-V functional and the def2-TZVPD basis.

Element x y z (Å)
C: 1.680 0.979 1.985
C: 0.506 1.949 1.389
C: -0.789 0.977 1.227
F: -1.302 0.774 2.558
C: -1.914 1.584 0.206
P: -2.029 3.380 0.752
C: -2.735 4.548 -0.540
C: -4.333 4.538 -0.734
C: -2.700 3.631 2.491
C: -3.974 4.597 2.623
C: -1.266 1.365 -1.258
C: -1.787 -0.168 -1.519
P: -1.299 -0.443 -3.342
O: -2.550 -1.286 -4.197
Cl: 0.440 -1.693 -3.364
N: -3.241 -0.003 -1.157
C: -3.166 0.580 0.260
C: -4.604 1.052 0.753
C: -5.482 -0.154 1.407
C: -4.692 -0.958 2.552
C: -4.355 -2.424 1.952
O: -3.521 -3.219 2.860
C: -2.165 -2.996 2.493
O: -1.388 -2.568 3.385
H: 2.664 1.535 1.854
H: 1.395 0.811 3.088
H: 1.704 -0.023 1.443
H: 0.342 2.737 2.213
H: 0.807 2.419 0.391
H: -0.412 -0.054 0.861
H: -2.363 5.627 -0.378
H: -2.283 4.234 -1.557
H: -4.734 5.484 -0.203
H: -4.639 4.666 -1.836
H: -4.849 3.660 -0.229
H: -1.855 4.126 3.105
H: -2.940 2.657 3.056
H: -3.818 5.593 2.068
H: -4.257 4.797 3.715
H: -4.908 4.115 2.146
H: -0.161 1.577 -1.417
H: -1.924 1.925 -2.027
H: -1.182 -0.960 -0.940
H: -2.965 -1.877 -3.515
H: -3.561 -0.983 -1.025
H: -3.873 0.452 -1.835
H: -2.721 -0.329 0.820
H: -5.199 1.359 -0.193
H: -4.619 1.960 1.436
H: -6.412 0.324 1.881
H: -5.822 -0.916 0.626
H: -5.264 -1.071 3.536
H: -3.680 -0.454 2.732
H: -5.294 -3.006 1.656
H: -3.731 -2.300 0.981
H: -1.744 -3.137 1.442
C: 6.002 -0.787 -1.241
C: 4.851 -0.375 -2.120
O: 4.733 0.771 -2.512
C: 3.850 -1.436 -2.495
H: 6.641 0.078 -1.053
H: 5.625 -1.158 -0.285
H: 6.593 -1.557 -1.740
H: 3.378 -1.836 -1.595
H: 4.346 -2.236 -3.050
H: 3.079 -0.996 -3.129
C: 8.860 1.985 -2.899
C: 9.857 1.267 -2.028
O: 9.549 0.845 -0.928
C: 11.251 1.093 -2.570
H: 7.900 2.037 -2.381
H: 9.205 3.001 -3.100
H: 8.723 1.439 -3.835
H: 11.702 2.069 -2.757
H: 11.221 0.508 -3.492
H: 11.860 0.560 -1.837
C: -1.529 -6.723 1.452
C: -0.599 -5.878 0.624
O: -0.943 -4.787 0.198
C: 0.771 -6.430 0.340
H: -2.480 -6.200 1.576
H: -1.715 -7.673 0.948
H: -1.094 -6.896 2.438
H: 0.687 -7.368 -0.213
H: 1.308 -6.591 1.277
H: 1.331 -5.715 -0.266

Summary:
* charge: +1
* orbital gap: 6.85 eV
* HOMO energy: -10.28 eV

Below is a cluster of 4 separate species, C4H13NO3 in total, with properties calculated with the ωB97M-V functional and the def2-TZVPD basis.

Element x y z (Å)
C: -2.164 -0.635 0.032
N: -1.392 -1.517 -0.427
C: -0.084 -1.161 -0.870
C: 0.181 -0.723 -2.091
C: 0.976 -1.732 0.023
H: -3.137 -0.935 0.426
H: -2.002 0.446 0.044
H: -0.480 -0.268 -2.813
H: 1.170 -0.759 -2.537
H: 1.118 -1.126 0.925
H: 1.953 -1.717 -0.465
H: 0.741 -2.732 0.380
O: -0.244 0.679 2.194
H: -0.941 1.168 1.724
H: -0.732 0.187 2.866
O: -0.442 2.073 -0.855
H: 0.336 1.519 -0.665
H: -0.102 2.926 -0.549
O: 1.830 1.792 0.744
H: 1.093 1.532 1.320
H: 2.324 0.980 0.595

Summary:
* SMILES: C=NC(=C)C.O.O.O
* orbital gap: 9.37 eV
* HOMO energy: -9.00 eV

Below is a structure of composition C51H46ClN4P2Tl, with properties calculated with the ωB97M-V functional and the def2-TZVPD basis.

Element x y z (Å)
Tl: -0.142 0.113 0.046
C: -5.085 0.368 -6.016
C: -4.912 1.435 -5.149
C: -4.004 1.340 -4.102
C: -3.250 0.184 -3.906
C: -3.438 -0.883 -4.786
C: -4.344 -0.792 -5.830
C: -2.253 0.104 -2.800
C: -1.172 0.950 -2.864
C: -0.788 1.715 -4.059
C: 0.426 2.236 -3.846
C: 0.825 1.916 -2.467
N: -0.189 1.143 -1.921
C: 1.964 2.345 -1.862
C: 2.205 2.219 -0.356
C: 3.633 2.390 0.094
C: 3.993 1.356 0.848
C: 2.865 0.400 0.913
C: 2.902 -0.802 1.614
C: 4.177 -1.163 2.310
C: 5.309 -1.505 1.569
C: 6.499 -1.847 2.194
C: 6.573 -1.872 3.580
C: 5.454 -1.547 4.332
C: 4.270 -1.193 3.700
C: 1.864 -1.781 1.639
N: 0.704 -1.724 0.965
C: -0.041 -2.870 1.243
C: -1.293 -3.157 0.747
C: -1.931 -4.422 1.227
C: -1.920 -5.559 0.424
C: -2.507 -6.735 0.867
C: -3.116 -6.785 2.113
C: -3.133 -5.654 2.916
C: -2.541 -4.479 2.475
C: -2.043 -2.415 -0.205
C: -3.279 -2.774 -0.779
C: -3.544 -1.865 -1.787
C: -2.459 -0.956 -1.830
N: -1.576 -1.290 -0.859
C: 0.739 -3.681 2.136
C: 1.906 -3.030 2.375
N: 1.859 0.912 0.192
C: 2.943 3.161 -2.630
C: 4.198 2.642 -2.951
C: 5.124 3.398 -3.653
C: 4.813 4.693 -4.047
C: 3.572 5.225 -3.733
C: 2.648 4.465 -3.027
H: -5.790 0.439 -6.834
H: -5.486 2.344 -5.284
H: -3.865 2.179 -3.429
H: -2.856 -1.786 -4.647
H: -4.467 -1.628 -6.509
H: -1.367 1.761 -4.968
H: 1.025 2.803 -4.540
H: 4.230 3.261 -0.135
H: 4.940 1.214 1.344
H: 5.243 -1.498 0.487
H: 7.365 -2.102 1.597
H: 7.498 -2.147 4.071
H: 5.504 -1.565 5.413
H: 3.400 -0.937 4.293
H: -1.447 -5.511 -0.549
H: -2.488 -7.615 0.237
H: -3.576 -7.702 2.457
H: -3.607 -5.687 3.889
H: -2.546 -3.596 3.103
H: -3.880 -3.624 -0.497
H: -4.398 -1.858 -2.445
H: 0.442 -4.646 2.516
H: 2.729 -3.367 2.983
H: 4.441 1.631 -2.646
H: 6.089 2.973 -3.898
H: 5.534 5.282 -4.599
H: 3.321 6.234 -4.035
H: 1.675 4.880 -2.788
C: 0.865 0.990 4.458
P: -0.332 0.620 3.124
C: -1.112 -0.920 3.731
C: -1.664 1.842 3.480
C: -2.871 1.616 2.566
P: -2.459 1.657 0.774
C: -2.368 3.446 0.431
C: -4.047 1.165 0.038
H: 0.513 0.624 5.425
H: 1.017 2.067 4.522
H: 1.823 0.531 4.218
H: -1.553 -0.796 4.724
H: -0.354 -1.705 3.769
H: -1.880 -1.252 3.030
H: -1.238 2.836 3.320
H: -1.968 1.784 4.530
H: -3.656 2.353 2.762
H: -3.313 0.634 2.757
H: -3.321 3.932 0.652
H: -2.119 3.605 -0.619
H: -1.588 3.901 1.043
H: -4.871 1.726 0.485
H: -4.200 0.096 0.193
H: -4.025 1.337 -1.037
Cl: 1.383 3.507 2.004
C: 1.308 3.332 0.217
H: 1.589 4.294 -0.203
H: 0.273 3.117 -0.038

Summary:
* orbital gap: 5.29 eV
* HOMO energy: -5.83 eV

In order of appearance, max |F| = 9.2 1.3 8.8 3.3 0.6 8.2 5.6 1.2 5.3 1.4 0.4 eV/A.
In order of appearance, energy above the lowest of the compared OMol25 structures with the same formula, charge and spin = 15.7 108.7 0.0 99.0 33.1 420.0 215.4 7.0 440.1 229.6 18.0 kJ/mol.